Density functional theory data (ωB97M-V/def2-TZVPD) for a molecular structure, C39H42F2N4O4RbS.

The geometry in XYZ format:
```
93
C39H42F2N4O4RbS (ωB97M-V/def2-TZVPD)
Rb -0.054 -0.202 -0.532
C 4.134 -6.096 3.285
C 2.774 -6.168 2.580
C 1.685 -6.612 3.567
C 2.840 -7.210 1.460
C 2.425 -4.789 2.036
C 2.332 -4.507 0.683
C 1.936 -3.240 0.281
N 1.660 -2.255 1.124
C 1.783 -2.495 2.430
C 2.161 -3.741 2.914
C 1.452 -1.356 3.331
C 1.809 -1.343 4.675
C 1.486 -0.262 5.489
C 0.804 0.789 4.890
C 0.487 0.700 3.541
N 0.793 -0.334 2.776
C 1.859 -0.283 6.967
C 1.085 -1.424 7.645
C 3.369 -0.517 7.116
C 1.506 1.030 7.669
H 4.419 -7.081 3.661
H 4.110 -5.403 4.129
H 4.906 -5.755 2.592
H 1.871 -7.638 3.891
H 0.707 -6.572 3.083
H 1.653 -5.983 4.458
H 3.016 -8.200 1.885
H 3.652 -6.997 0.762
H 1.897 -7.232 0.911
H 2.493 -5.262 -0.072
H 1.796 -3.022 -0.774
H 2.207 -3.912 3.981
H 2.355 -2.177 5.094
H 0.520 1.672 5.445
H -0.042 1.508 3.048
H 1.327 -2.388 7.196
H 0.010 -1.266 7.540
H 1.326 -1.468 8.709
H 3.669 -1.487 6.718
H 3.651 -0.482 8.170
H 3.929 0.254 6.583
H 0.430 1.214 7.650
H 2.015 1.876 7.204
H 1.818 0.981 8.713
F -1.560 1.943 -5.794
C -1.647 2.353 -4.498
C -0.930 1.705 -3.514
C -0.893 2.179 -2.189
C -1.708 3.302 -1.913
C -2.518 3.841 -2.914
F -3.455 4.801 -2.627
C -2.487 3.415 -4.224
C -1.680 3.931 -0.571
C -1.779 5.326 -0.427
C -1.779 5.896 0.828
C -1.652 5.074 1.940
C -1.515 3.717 1.710
N -1.531 3.148 0.509
H -0.368 0.818 -3.798
H -3.100 3.878 -4.984
H -1.837 5.954 -1.303
H -1.873 6.969 0.947
H -1.657 5.474 2.945
H -1.393 3.040 2.552
C -1.829 -8.083 -5.272
C -1.768 -7.400 -3.931
C -0.820 -6.418 -3.665
C -0.756 -5.807 -2.423
C -1.660 -6.178 -1.443
C -2.629 -7.139 -1.689
C -2.674 -7.750 -2.931
S -1.591 -5.412 0.165
O -2.729 -5.881 0.911
O -0.276 -5.642 0.706
N -1.752 -3.807 -0.096
C -2.914 -3.393 -0.916
C -2.578 -2.174 -1.773
C -1.291 -2.480 -2.596
O -1.427 -2.863 -3.757
O -0.208 -2.374 -1.930
H -0.980 -7.804 -5.894
H -2.745 -7.817 -5.802
H -1.826 -9.166 -5.142
H -0.134 -6.106 -4.443
H -0.033 -5.022 -2.230
H -3.327 -7.390 -0.902
H -3.430 -8.500 -3.134
H -0.880 -3.419 -0.492
H -3.748 -3.194 -0.241
H -3.222 -4.199 -1.588
H -2.421 -1.297 -1.139
H -3.400 -1.989 -2.461
```

Properties
Frontier orbital gap = 5.89 eV
Charge = -1
Relative energy (zero: lowest compared OMol25 entry of this formula, charge and spin) = 55.30 kJ/mol
Strongest force on any atom = 1.01 eV/Å
HOMO energy = -4.0386 eV

Density functional theory data (ωB97M-V/def2-TZVPD) for 7 unconnected molecules or ions with the total composition C39H42IN7O2Si.

The geometry in XYZ format:
```
92
C39H42IN7O2Si (ωB97M-V/def2-TZVPD)
C 5.962 3.589 -0.980
C 5.148 3.022 -2.326
O 4.521 1.756 -1.913
Si 3.091 1.380 -2.867
C 2.393 -0.364 -2.449
C 0.751 -0.431 -2.298
O 0.270 -0.443 -1.040
I -0.559 -0.543 -4.096
C 1.795 2.829 -2.575
C 1.044 2.823 -1.123
C -0.050 4.060 -0.857
C -0.220 5.180 -2.081
C 0.676 4.925 -3.429
N 1.650 3.813 -3.698
H 5.557 3.100 0.023
H 7.110 3.377 -1.108
H 5.790 4.761 -0.848
H 5.888 2.905 -3.254
H 4.400 3.873 -2.617
H 3.493 1.336 -4.296
H 2.884 -0.833 -1.479
H 2.664 -1.117 -3.333
H 1.218 2.012 -0.276
H -0.683 4.163 0.135
H -0.941 6.115 -2.015
H 0.545 5.733 -4.298
C -1.622 -3.583 0.843
C -2.443 -4.664 1.146
C -3.625 -4.807 0.439
N -4.031 -3.955 -0.528
C -3.214 -2.914 -0.799
C -2.011 -2.689 -0.149
H -0.686 -3.438 1.376
H -2.168 -5.377 1.915
H -4.299 -5.636 0.636
H -3.563 -2.243 -1.578
H -1.393 -1.837 -0.409
C 6.248 7.996 -5.059
C 6.986 6.819 -5.137
C 6.302 5.615 -5.143
N 4.956 5.515 -5.073
C 4.267 6.674 -4.996
C 4.861 7.926 -4.988
H 6.750 8.959 -5.053
H 8.069 6.840 -5.193
H 6.832 4.669 -5.206
H 3.187 6.567 -4.939
H 4.257 8.824 -4.926
C 3.924 -5.853 -0.682
C 5.084 -5.087 -0.626
C 5.007 -3.754 -0.994
N 3.870 -3.153 -1.410
C 2.761 -3.923 -1.455
C 2.737 -5.263 -1.103
H 3.945 -6.902 -0.399
H 6.025 -5.518 -0.302
H 5.884 -3.114 -0.965
H 1.861 -3.417 -1.794
H 1.817 -5.832 -1.157
C -2.386 -1.580 4.696
C -1.894 -0.633 5.588
C -1.215 0.460 5.075
N -0.999 0.659 3.756
C -1.486 -0.278 2.915
C -2.180 -1.403 3.332
H -2.924 -2.450 5.061
H -2.037 -0.743 6.657
H -0.815 1.229 5.730
H -1.297 -0.097 1.860
H -2.551 -2.123 2.611
C -4.704 3.574 4.082
C -3.624 2.699 4.133
C -2.349 3.235 4.211
N -2.092 4.561 4.238
C -3.160 5.386 4.186
C -4.472 4.945 4.111
H -5.719 3.191 4.022
H -3.772 1.625 4.111
H -1.474 2.593 4.256
H -2.927 6.447 4.207
H -5.292 5.653 4.074
C -8.397 -8.098 3.004
C -8.478 -7.545 1.730
C -7.306 -7.390 1.007
N -6.086 -7.742 1.468
C -6.039 -8.274 2.709
C -7.154 -8.472 3.506
H -9.294 -8.236 3.601
H -9.431 -7.242 1.311
H -7.318 -6.966 0.007
H -5.046 -8.546 3.057
H -7.057 -8.906 4.495
```

Properties
Frontier orbital gap = 8.51 eV
Strongest force on any atom = 8.68 eV/Å
HOMO energy = -8.7258 eV

Density functional theory data (ωB97M-V/def2-TZVPD) for a molecular structure, C39H42IrN5OPS.

The geometry in XYZ format:
```
90
C39H42IrN5OPS (ωB97M-V/def2-TZVPD)
Ir 1.094 -0.603 -0.294
C -0.050 -3.486 0.056
N 0.624 -2.343 0.676
C 1.088 -2.437 1.881
C 1.812 -1.334 2.373
C 2.283 -0.925 3.620
C 2.710 0.392 3.462
C 2.488 0.742 2.127
N 1.973 -0.306 1.466
C -1.464 -3.211 -0.388
C -1.719 -2.576 -1.598
C -3.018 -2.307 -1.994
C -4.080 -2.681 -1.182
C -3.838 -3.327 0.021
C -2.533 -3.590 0.414
H -0.045 -4.310 0.774
H 0.548 -3.795 -0.807
H 0.925 -3.337 2.468
H 2.283 -1.511 4.525
H 3.124 1.039 4.218
H 2.660 1.686 1.642
H -0.889 -2.304 -2.243
H -3.208 -1.808 -2.936
H -5.096 -2.474 -1.492
H -4.663 -3.630 0.652
H -2.346 -4.101 1.353
C 0.306 2.503 -4.634
C 1.104 2.138 -3.430
C 2.249 2.680 -2.889
C 2.529 1.929 -1.736
N 1.624 0.964 -1.600
N 0.765 1.114 -2.631
C 3.656 2.125 -0.785
H 0.662 3.445 -5.043
H -0.749 2.617 -4.385
H 0.394 1.740 -5.409
H 2.813 3.515 -3.267
H -0.075 0.554 -2.646
H 4.468 2.654 -1.280
H 4.027 1.174 -0.406
H 3.346 2.730 0.068
N -0.650 0.214 -0.270
P -1.672 1.051 0.559
C -1.952 0.496 2.264
C -1.830 -0.874 2.483
C -2.069 -1.414 3.737
C -2.432 -0.584 4.788
C -2.556 0.782 4.579
C -2.320 1.323 3.323
C -1.332 2.835 0.661
C -0.096 3.304 0.238
C 0.187 4.663 0.258
C -0.772 5.563 0.698
C -2.021 5.104 1.098
C -2.305 3.748 1.072
C -3.273 0.992 -0.279
C -3.340 1.460 -1.591
C -4.529 1.391 -2.295
C -5.665 0.865 -1.689
C -5.605 0.409 -0.383
C -4.409 0.466 0.323
H -1.568 -1.507 1.649
H -1.976 -2.481 3.894
H -2.618 -0.999 5.770
H -2.835 1.433 5.397
H -2.399 2.392 3.188
H 0.637 2.590 -0.110
H 1.153 5.020 -0.079
H -0.556 6.623 0.716
H -2.779 5.807 1.418
H -3.300 3.406 1.330
H -2.456 1.888 -2.051
H -4.579 1.759 -3.312
H -6.597 0.821 -2.237
H -6.490 0.004 0.092
H -4.365 0.097 1.340
O 2.804 -1.706 -1.065
S 3.747 -2.465 -0.123
C 5.338 -1.614 -0.261
C 5.954 -2.095 -1.566
C 5.767 -3.608 -1.546
C 4.309 -3.859 -1.156
H 5.928 -1.910 0.609
H 5.124 -0.549 -0.200
H 7.001 -1.805 -1.645
H 5.416 -1.654 -2.408
H 6.432 -4.052 -0.803
H 5.992 -4.072 -2.506
H 4.144 -4.790 -0.617
H 3.634 -3.815 -2.011
```

Properties
Frontier orbital gap = 7.43 eV
Charge = +1
Relative energy (zero: lowest compared OMol25 entry of this formula, charge and spin) = 0.00 kJ/mol
Strongest force on any atom = 0.50 eV/Å
HOMO energy = -9.7300 eV

Density functional theory data (ωB97M-V/def2-TZVPD) for a molecular structure, C39H43AlClP2Si2.

The geometry in XYZ format:
```
88
C39H43AlClP2Si2 (ωB97M-V/def2-TZVPD)
C -2.260 -1.073 3.622
C -2.953 -0.628 2.460
C -3.024 -1.711 1.541
H -3.362 0.379 2.292
C -2.395 -2.856 2.139
C -1.936 -2.456 3.445
H -1.507 -3.133 4.177
H -2.135 -0.503 4.544
H -3.509 -1.702 0.565
H -2.367 -3.862 1.720
Al -1.032 -1.378 1.992
Si 1.779 1.124 -1.190
C 0.471 2.502 -1.251
C 0.738 3.607 -2.063
H 1.723 3.705 -2.528
C -0.255 4.545 -2.353
H -0.046 5.349 -3.061
C -1.517 4.448 -1.769
H -2.303 5.161 -2.017
C -1.782 3.396 -0.893
H -2.773 3.284 -0.443
C -0.784 2.460 -0.605
H -1.031 1.659 0.102
C 0.695 -0.578 -1.186
C -0.769 -0.625 -1.177
H -1.342 0.285 -1.204
C -1.510 -1.850 -1.353
H -2.601 -1.803 -1.466
C -0.875 -3.100 -1.040
H -1.493 -4.004 -0.917
C 0.510 -3.077 -0.963
H 1.038 -4.003 -0.704
C 1.267 -1.884 -1.126
H 2.367 -1.959 -1.104
H 0.064 -0.246 1.552
Si -0.436 -1.527 -2.848
C 0.086 -2.831 -4.219
C -0.650 -2.940 -5.413
H -1.530 -2.305 -5.565
C -0.249 -3.802 -6.450
H -0.821 -3.833 -7.381
C 0.879 -4.603 -6.286
H 1.168 -5.305 -7.063
C 1.664 -4.461 -5.139
H 2.576 -5.045 -5.008
C 1.295 -3.546 -4.148
H 1.980 -3.362 -3.318
C -0.715 -0.041 -4.054
C -1.944 0.612 -4.138
H -2.828 0.180 -3.663
C -2.039 1.829 -4.824
H -2.997 2.344 -4.898
C -0.906 2.409 -5.408
H -0.973 3.379 -5.918
C 0.326 1.751 -5.320
H 1.231 2.202 -5.735
C 0.405 0.503 -4.686
H 1.362 -0.028 -4.666
H 2.484 1.390 0.020
Cl 3.146 1.445 -2.667
C 1.152 3.102 2.165
P 0.016 1.820 2.838
C -1.513 2.752 3.202
C 0.682 1.547 4.542
C 0.584 2.516 5.544
C 1.242 2.338 6.766
C 1.970 1.174 7.008
C 1.988 0.149 6.054
C 1.318 0.305 4.840
P 1.291 -1.035 3.558
C 1.491 -2.559 4.540
C 2.933 -0.788 2.806
H 0.908 3.278 1.109
H 2.183 2.736 2.237
H 1.035 4.030 2.739
H -2.176 2.147 3.835
H -1.274 3.692 3.715
H -2.028 2.981 2.259
H 0.001 3.422 5.377
H 1.181 3.121 7.524
H 2.513 1.054 7.948
H 2.534 -0.771 6.276
H 0.788 -2.587 5.382
H 1.291 -3.432 3.904
H 2.516 -2.641 4.925
H 3.020 -1.493 1.969
H 3.711 -0.986 3.561
H 3.035 0.239 2.436
```

Properties
Frontier orbital gap (alpha / beta) = 5.83 / 5.73 eV
Charge = +1
Relative energy (zero: lowest compared OMol25 entry of this formula, charge and spin) = 589.00 kJ/mol
Strongest force on any atom = 5.46 eV/Å
HOMO energy (alpha / beta) = -8.2354 / -8.2726 eV

Density functional theory data (ωB97M-V/def2-TZVPD) for a molecular structure, C39H43As2ClCuSi2.

The geometry in XYZ format:
```
88
C39H43As2ClCuSi2 (ωB97M-V/def2-TZVPD)
C -1.186 -3.101 1.886
C -0.355 -3.249 3.025
C -0.861 -2.407 4.066
H 0.501 -3.916 3.114
C -2.026 -1.723 3.544
C -2.213 -2.171 2.196
H -3.049 -1.901 1.550
H -1.100 -3.654 0.950
H -0.507 -2.359 5.095
H -2.710 -1.093 4.112
Cu -0.299 -0.787 2.899
Si 0.178 0.835 -1.812
C 1.783 0.425 -2.679
C 2.430 1.395 -3.456
H 1.959 2.365 -3.623
C 3.694 1.144 -3.997
H 4.194 1.924 -4.572
C 4.319 -0.088 -3.789
H 5.315 -0.274 -4.189
C 3.650 -1.087 -3.074
H 4.122 -2.060 -2.924
C 2.378 -0.844 -2.548
H 1.854 -1.649 -2.028
C 0.342 0.518 0.059
C 1.045 -0.575 0.601
H 1.256 -1.443 -0.027
C 1.558 -0.557 1.918
H 2.325 -1.268 2.232
C 1.192 0.504 2.867
H 1.655 0.643 3.841
C -0.125 1.148 2.469
H -0.630 1.801 3.177
C -0.230 1.429 1.039
H -0.863 2.248 0.701
H -0.477 -2.097 -1.494
Si 1.513 1.737 1.652
C 1.587 3.517 2.343
C 2.524 3.792 3.338
H 3.212 3.010 3.675
C 2.592 5.078 3.891
H 3.330 5.298 4.662
C 1.714 6.074 3.449
H 1.763 7.075 3.880
C 0.774 5.788 2.452
H 0.085 6.560 2.109
C 0.718 4.506 1.886
H 0.004 4.301 1.083
C 3.168 1.799 0.699
C 4.193 0.871 0.905
H 4.096 0.091 1.664
C 5.358 0.923 0.132
H 6.130 0.165 0.266
C 5.535 1.940 -0.810
H 6.446 1.983 -1.412
C 4.533 2.898 -0.982
H 4.659 3.700 -1.710
C 3.348 2.816 -0.244
H 2.565 3.558 -0.418
H -0.880 0.232 -2.482
Cl -0.201 2.866 -2.010
C -5.009 0.595 -2.085
As -3.325 -0.065 -1.334
C -3.525 0.729 0.451
C -3.970 -1.891 -0.854
C -5.168 -2.035 -0.154
C -5.563 -3.307 0.292
C -4.783 -4.425 0.001
C -3.614 -4.297 -0.761
C -3.197 -3.035 -1.181
As -1.559 -2.875 -2.228
C -0.829 -4.628 -2.542
C -2.025 -2.151 -3.960
H -4.763 1.544 -2.577
H -5.739 0.745 -1.284
H -5.368 -0.132 -2.824
H -4.556 0.580 0.792
H -2.808 0.261 1.137
H -3.297 1.798 0.343
H -5.797 -1.166 0.047
H -6.487 -3.413 0.864
H -5.081 -5.412 0.359
H -3.033 -5.180 -1.025
H -1.254 -5.001 -3.482
H 0.258 -4.508 -2.628
H -1.077 -5.282 -1.700
H -1.908 -2.973 -4.676
H -3.063 -1.803 -3.942
H -1.344 -1.330 -4.197
```

Properties
Frontier orbital gap (alpha / beta) = 4.22 / 4.54 eV
<S²> = 0.761
Relative energy (zero: lowest compared OMol25 entry of this formula, charge and spin) = 417.32 kJ/mol
Strongest force on any atom = 6.17 eV/Å
Multiplicity = 2
HOMO energy (alpha / beta) = -4.4613 / -4.7780 eV

What is the strongest force on any atom in the fourth record?
5.46 eV/Å

The highest strongest force on any atom belongs to which entry?
C39H42IN7O2Si

Please write out number 3 again, unchanged.
Density functional theory data (ωB97M-V/def2-TZVPD) for a molecular structure, C39H42IrN5OPS.

The geometry in XYZ format:
```
90
C39H42IrN5OPS (ωB97M-V/def2-TZVPD)
Ir 1.094 -0.603 -0.294
C -0.050 -3.486 0.056
N 0.624 -2.343 0.676
C 1.088 -2.437 1.881
C 1.812 -1.334 2.373
C 2.283 -0.925 3.620
C 2.710 0.392 3.462
C 2.488 0.742 2.127
N 1.973 -0.306 1.466
C -1.464 -3.211 -0.388
C -1.719 -2.576 -1.598
C -3.018 -2.307 -1.994
C -4.080 -2.681 -1.182
C -3.838 -3.327 0.021
C -2.533 -3.590 0.414
H -0.045 -4.310 0.774
H 0.548 -3.795 -0.807
H 0.925 -3.337 2.468
H 2.283 -1.511 4.525
H 3.124 1.039 4.218
H 2.660 1.686 1.642
H -0.889 -2.304 -2.243
H -3.208 -1.808 -2.936
H -5.096 -2.474 -1.492
H -4.663 -3.630 0.652
H -2.346 -4.101 1.353
C 0.306 2.503 -4.634
C 1.104 2.138 -3.430
C 2.249 2.680 -2.889
C 2.529 1.929 -1.736
N 1.624 0.964 -1.600
N 0.765 1.114 -2.631
C 3.656 2.125 -0.785
H 0.662 3.445 -5.043
H -0.749 2.617 -4.385
H 0.394 1.740 -5.409
H 2.813 3.515 -3.267
H -0.075 0.554 -2.646
H 4.468 2.654 -1.280
H 4.027 1.174 -0.406
H 3.346 2.730 0.068
N -0.650 0.214 -0.270
P -1.672 1.051 0.559
C -1.952 0.496 2.264
C -1.830 -0.874 2.483
C -2.069 -1.414 3.737
C -2.432 -0.584 4.788
C -2.556 0.782 4.579
C -2.320 1.323 3.323
C -1.332 2.835 0.661
C -0.096 3.304 0.238
C 0.187 4.663 0.258
C -0.772 5.563 0.698
C -2.021 5.104 1.098
C -2.305 3.748 1.072
C -3.273 0.992 -0.279
C -3.340 1.460 -1.591
C -4.529 1.391 -2.295
C -5.665 0.865 -1.689
C -5.605 0.409 -0.383
C -4.409 0.466 0.323
H -1.568 -1.507 1.649
H -1.976 -2.481 3.894
H -2.618 -0.999 5.770
H -2.835 1.433 5.397
H -2.399 2.392 3.188
H 0.637 2.590 -0.110
H 1.153 5.020 -0.079
H -0.556 6.623 0.716
H -2.779 5.807 1.418
H -3.300 3.406 1.330
H -2.456 1.888 -2.051
H -4.579 1.759 -3.312
H -6.597 0.821 -2.237
H -6.490 0.004 0.092
H -4.365 0.097 1.340
O 2.804 -1.706 -1.065
S 3.747 -2.465 -0.123
C 5.338 -1.614 -0.261
C 5.954 -2.095 -1.566
C 5.767 -3.608 -1.546
C 4.309 -3.859 -1.156
H 5.928 -1.910 0.609
H 5.124 -0.549 -0.200
H 7.001 -1.805 -1.645
H 5.416 -1.654 -2.408
H 6.432 -4.052 -0.803
H 5.992 -4.072 -2.506
H 4.144 -4.790 -0.617
H 3.634 -3.815 -2.011
```

Properties
Frontier orbital gap = 7.43 eV
Charge = +1
Relative energy (zero: lowest compared OMol25 entry of this formula, charge and spin) = 0.00 kJ/mol
Strongest force on any atom = 0.50 eV/Å
HOMO energy = -9.7300 eV